[1]
The following is a DFT calculation (ωB97M-V/def2-TZVPD) of C2H3BrN2S as an isolated structure at a distorted geometry.

Properties
E_HOMO in eV: -8.294
Frontier orbital gap in eV: 7.48

Element x y z (Å)
1 C 0.022812 -1.184173 1.033956
2 C -0.131572 0.066053 -0.751624
3 N -0.414153 -1.076095 -0.164155
4 N 0.681379 0.919922 0.001432
5 S 0.966691 0.228806 1.517270
6 Br -2.289639 1.278745 -1.096317
7 H -0.016503 -2.116478 1.593153
8 H -0.065165 0.080902 -1.852110
9 H 1.246150 1.802318 -0.281604

Forces on atoms 1 to 6 (eV/Å):
1.16 1.00 -0.27
0.63 3.31 -2.14
-0.73 -2.09 0.86
0.90 0.25 -0.43
-0.53 -0.48 0.24
0.55 -0.35 0.23

[2]
The following is a DFT calculation (ωB97M-V/def2-TZVPD) of C3H3CuLiO3 as an isolated structure at a distorted geometry.

Properties
Spin multiplicity: 3
E_HOMO (spin up / spin down) in eV: -21.771 / -24.898
Frontier orbital gap (spin up / spin down) in eV: 6.67 / 6.18
Net charge: +3
Expectation value of S²: 2.005

Element x y z (Å)
1 H -1.895514 0.668992 -1.362987
2 C -1.035538 0.423914 -0.151706
3 C -0.658162 -0.987829 0.130111
4 O 0.785590 -0.957187 0.102791
5 C 1.175277 0.257197 -0.065954
6 O 0.124413 1.099832 -0.218186
7 O 2.314726 0.674482 -0.054931
8 Cu 3.956054 0.271834 0.125075
9 H -1.023674 -1.664900 -0.657318
10 H -0.984226 -1.378605 1.104885
11 Li -2.758947 1.592273 1.048225

Forces on atoms 1 to 6 (eV/Å):
2.37 -0.51 3.53
-3.05 -0.23 -3.49
-1.36 -0.81 -0.16
1.46 0.53 0.01
-5.12 -1.38 0.22
2.60 0.92 -0.24

[3]
The following is a DFT calculation (ωB97M-V/def2-TZVPD) of a 13-piece molecular cluster, H26O13 overall at a distorted geometry.

Properties
E_HOMO in eV: -8.895
Frontier orbital gap in eV: 8.37

Element x y z (Å)
1 H -0.715222 0.344758 -0.537444
2 H 0.093360 0.870442 0.637244
3 H 0.288472 -2.525670 -0.924696
4 H 1.572678 -2.714243 -0.133939
5 H 4.240448 0.910644 -1.272720
6 H 3.020096 1.810173 -1.164878
7 H -3.438353 -0.282518 -1.599932
8 H -2.705862 -1.045755 -0.508618
9 H -1.433681 -3.056165 1.837575
10 H -0.787478 -2.809960 0.484118
11 H -1.166963 3.388211 -1.310392
12 H -2.123555 2.273185 -1.699868
13 H -0.864268 3.411714 1.337866
14 H 0.193778 4.433847 1.719734
15 H 5.907995 0.980586 1.347388
16 H 4.402922 0.904381 1.544844
17 H -4.077129 -2.785088 -1.127352
18 H -2.819496 -3.240980 -0.405852
19 H -4.074779 2.000232 0.497214
20 H -2.575596 1.816919 0.327243
21 H 1.096106 0.820749 -2.337152
22 H 2.337356 1.353920 -3.033621
23 H -4.368688 -0.234372 1.803487
24 H -3.015881 -0.206316 2.495707
25 H 5.109393 -2.609675 -0.065100
26 H 3.934902 -1.653001 -0.189146
27 O 0.191016 0.486434 -0.241386
28 O 1.031179 -3.129983 -0.814327
29 O 3.337677 0.929507 -0.935618
30 O -3.429998 -0.424827 -0.646691
31 O -0.577281 -2.913258 1.419070
32 O -1.476264 2.883353 -2.070946
33 O -0.283252 3.669623 2.062361
34 O 5.237648 0.679836 1.971226
35 O -3.117058 -2.802195 -1.210783
36 O -3.417349 1.634971 -0.105580
37 O 2.038287 0.971536 -2.200957
38 O -3.951876 -0.364424 2.662757
39 O 4.663453 -1.890074 0.395662

Forces on atoms 1 to 6 (eV/Å):
-0.05 0.02 -0.04
0.26 -0.07 0.08
0.43 0.13 -0.32
-0.06 -0.03 0.09
0.39 -0.10 0.45
0.34 -0.41 0.64

[4]
The following is a DFT calculation (ωB97M-V/def2-TZVPD) of a 2-piece molecular cluster, C6H15S2 overall at a distorted geometry.

Properties
E_HOMO in eV: -2.601
Frontier orbital gap in eV: 5.79
Net charge: -1

Element x y z (Å)
1 C 2.396774 -1.486610 -1.123877
2 C 1.106148 -1.895473 -0.446320
3 C 1.270615 -1.962503 1.055511
4 S -0.301628 -2.660475 1.790618
5 H 2.290056 -1.549928 -2.211721
6 H 3.257358 -2.096708 -0.830438
7 H 2.598629 -0.439286 -0.886528
8 H 0.337747 -1.140131 -0.621226
9 H 0.746787 -2.845970 -0.862460
10 H 1.339376 -0.959339 1.470899
11 H 2.096070 -2.605249 1.370758
12 H -0.078843 -2.489066 3.101722
13 C -2.462862 2.123145 0.747172
14 C -1.661707 2.550886 -0.482600
15 C -0.646141 1.492567 -0.948143
16 S 0.766383 1.400296 0.226884
17 H -3.179141 1.342584 0.469177
18 H -3.020600 2.968198 1.161865
19 H -1.819037 1.717983 1.530878
20 H -2.404472 2.772694 -1.268396
21 H -1.120452 3.478675 -0.286156
22 H -0.328440 1.750059 -1.962504
23 H -1.182626 0.533654 -0.995106

Forces on atoms 1 to 6 (eV/Å):
0.14 0.37 -0.33
-0.25 -0.24 0.07
-0.70 -0.47 0.85
0.23 -0.11 -0.42
0.05 -0.04 0.05
-0.11 -0.09 0.04

[5]
The following is a DFT calculation (ωB97M-V/def2-TZVPD) of C3H2O4Y as an isolated structure at a distorted geometry.

Properties
E_HOMO in eV: -10.696
Frontier orbital gap in eV: 4.80
Net charge: +1

Element x y z (Å)
1 O 2.654019 0.664245 0.084868
2 C 3.547036 -0.061844 -0.138969
3 O 4.527808 -0.634716 -0.309199
4 O -1.606781 1.697172 -0.156760
5 C -2.455751 0.749986 -0.295004
6 C -1.868221 -0.627276 0.023832
7 O -0.537943 -0.691826 0.422171
8 Y 0.359669 1.184035 0.470576
9 H -2.063952 -1.229419 -0.892571
10 H -2.555882 -1.050358 0.791060

Forces on atoms 1 to 6 (eV/Å):
-1.03 0.06 -0.07
2.65 -0.38 -0.11
-1.42 0.18 0.03
2.36 0.04 0.46
-1.27 -1.09 -0.16
-2.14 -0.16 -0.62

[6]
The following is a DFT calculation (ωB97M-V/def2-TZVPD) of C2H10N6 as an isolated structure at a distorted geometry.

Properties
E_HOMO in eV: -18.254
Frontier orbital gap in eV: 10.35
Net charge: +2

Element x y z (Å)
1 C 1.340131 -0.374154 1.684569
2 C 1.609916 -1.365004 -0.623050
3 N 1.657468 -1.003288 0.736258
4 N -0.241869 0.565509 -0.063748
5 N 1.378758 0.447036 2.635296
6 N 0.661352 -0.500464 -1.368888
7 N -0.943577 1.330979 -0.502030
8 N -2.820215 0.707948 -0.649331
9 H 2.523272 -1.372790 -1.175259
10 H 1.521212 -2.555268 -0.694547
11 H 0.948083 0.160684 3.511978
12 H 2.166363 1.050566 2.742988
13 H 1.011801 -0.195468 -2.258924
14 H -0.196411 -1.031864 -1.464191
15 H -1.021572 2.267716 -0.822190
16 H -3.619960 1.378341 -0.786728
17 H -2.915106 0.553520 0.341357
18 H -3.059644 -0.064002 -1.243559

Forces on atoms 1 to 6 (eV/Å):
2.21 -2.23 -4.04
-1.05 -2.52 -1.73
-0.05 1.12 2.37
-0.75 1.26 1.41
-1.20 0.01 2.35
0.51 -2.81 0.19

[7]
The following is a DFT calculation (ωB97M-V/def2-TZVPD) of C3H8OSi as an isolated structure at a distorted geometry.

Properties
E_HOMO in eV: -10.103
Frontier orbital gap in eV: 10.18

Element x y z (Å)
1 C -1.157689 1.727634 -0.557763
2 C -1.293511 0.469971 -0.952351
3 C 0.452022 -0.595331 1.386881
4 O -1.310498 -2.441383 -0.245497
5 Si -0.801567 -1.050128 0.041232
6 H -1.459359 2.562819 -1.171063
7 H -0.735432 1.989422 0.400386
8 H -1.733830 0.273662 -1.922439
9 H -0.036150 -0.242420 2.295748
10 H 1.027555 -1.479499 1.656490
11 H 1.149689 0.173654 1.066745
12 H 2.670112 -0.708344 -1.268715
13 H 3.228657 -0.680058 -0.729654

Forces on atoms 1 to 6 (eV/Å):
0.14 0.06 0.19
0.01 -0.90 0.04
-0.35 -0.35 -0.26
-0.20 -0.50 -0.13
0.69 1.54 0.38
-0.10 0.09 -0.14

Record-wise ΔE to the lowest compared entry with this formula, charge and spin values, in kcal/mol: 22.18 20.46 167.86 1.53 50.86 87.47 30.93